Formula: C4H6OS
Source: OMol25
Level of theory: ωB97M-V/def2-TZVPD

Structure (XYZ):
```
12
Properties=species:S:1:pos:R:3:forces:R:3
C -1.326220 -0.145425 0.834426 -0.8 1.1 -0.3
C -0.185466 0.823775 0.588301 -1.2 -0.5 0.8
S 0.067216 2.096565 1.568590 0.2 -0.3 -0.5
C 0.623751 0.533301 -0.599799 0.3 -0.3 0.5
C 1.178915 -0.815221 -0.922157 0.4 1.6 0.1
O 0.047250 -0.285987 -1.601779 0.6 -0.2 -0.3
H -1.952301 0.199418 1.667835 0.2 0.0 -0.3
H -0.967673 -1.111721 1.093330 0.5 -1.0 0.1
H -1.944861 -0.270131 -0.080203 0.4 0.1 0.5
H 1.221928 1.377337 -0.880960 0.2 0.3 -0.6
H 2.161008 -0.748548 -1.384166 -0.3 -0.2 -0.5
H 1.076454 -1.653364 -0.283418 -0.6 -0.7 0.5
```
Positions in Å, forces in eV/Å.

LUMO energy: -0.24 eV
SMILES: CC(=S)[C@H]1CO1
Kohn-Sham gap: 8.563 eV
energy above the lowest of the compared OMol25 structures with the same formula, charge and spin: 48.1 kcal per mole